1.
Density functional theory data (ωB97M-V/def2-TZVPD) for a 12-piece molecular cluster, C23H70O23 overall.

The calculation puts the HOMO energy at -0.34204 hartree. Its multiplicity is 1. Its net charge is 0. The total energy comes out at -72069.504 eV. The calculation puts the energy relative to the best compared isomer or geometry (same formula, charge and spin) at 450.5 kJ/mol. As for the SMILES: OCCO.OCCO.OCCO.OCCO.OCCO.OCCO.OCCO.OCCO.OCCO.OCCO.OCCO.CO. The LUMO energy comes out at -0.325 eV.

The geometry in XYZ format:
```
116
Properties=species:S:1:pos:R:3:lowdin_charge:R:1
C 17.301 2.823 9.941 -0.109
O 17.390 1.885 8.848 -0.120
H 17.727 2.294 10.796 0.106
H 17.896 3.715 9.724 0.015
H 16.293 3.221 10.061 0.105
H 16.519 1.515 8.680 0.097
C 21.727 4.897 3.117 -0.210
C 21.660 3.385 3.273 -0.211
O 22.159 3.025 4.556 -0.066
O 20.630 5.447 3.853 -0.081
H 21.644 5.258 2.085 0.118
H 22.687 5.246 3.511 0.119
H 22.158 2.802 2.503 0.125
H 20.592 3.126 3.229 0.110
H 21.505 3.239 5.235 0.038
H 20.808 6.375 4.024 0.078
C 16.734 7.184 5.681 -0.171
C 16.080 6.323 6.741 -0.204
O 16.967 5.388 7.327 -0.105
O 17.871 7.894 6.191 -0.059
H 16.001 7.930 5.354 0.131
H 17.035 6.591 4.812 0.121
H 15.209 5.796 6.336 0.088
H 15.671 6.983 7.511 0.153
H 17.446 4.929 6.611 0.068
H 18.351 8.274 5.449 0.102
C 21.913 7.852 6.724 -0.222
C 20.854 7.414 7.709 -0.178
O 19.918 6.527 7.078 -0.108
O 21.488 8.954 5.886 -0.058
H 22.135 7.008 6.066 0.103
H 22.807 8.128 7.289 0.117
H 20.279 8.260 8.090 0.135
H 21.330 6.854 8.513 0.119
H 19.212 7.025 6.623 0.032
H 21.729 8.683 5.000 0.066
C 18.653 5.774 11.758 -0.197
C 17.956 5.350 10.484 -0.261
O 17.052 6.379 10.044 -0.043
O 19.749 6.655 11.441 -0.077
H 18.974 4.842 12.221 0.092
H 17.986 6.357 12.395 0.127
H 17.359 4.452 10.667 0.056
H 18.709 5.173 9.715 0.112
H 17.082 6.329 9.081 0.042
H 19.308 7.376 10.974 0.081
C 17.974 4.147 1.733 -0.252
C 17.508 3.563 0.408 -0.243
O 16.089 3.494 0.355 -0.064
O 17.801 3.204 2.778 -0.072
H 17.379 5.056 1.897 0.119
H 19.044 4.390 1.700 0.104
H 17.925 2.570 0.255 0.123
H 17.867 4.200 -0.409 0.115
H 15.729 4.356 0.579 0.078
H 17.940 3.666 3.626 0.046
C 21.184 -0.233 11.321 -0.199
C 22.555 -0.010 10.695 -0.262
O 23.175 1.211 11.016 -0.071
O 20.226 0.738 10.911 -0.097
H 21.204 -0.271 12.411 0.124
H 20.804 -1.216 11.009 0.119
H 22.512 -0.130 9.604 0.113
H 23.175 -0.852 11.029 0.117
H 22.634 1.860 10.502 0.042
H 19.876 0.552 10.028 0.055
C 14.800 4.192 7.292 -0.262
C 15.162 3.285 6.123 -0.225
O 14.257 2.212 5.962 -0.043
O 13.763 5.102 6.968 -0.075
H 15.724 4.729 7.517 0.016
H 14.525 3.641 8.200 0.134
H 16.178 2.929 6.341 0.093
H 15.193 3.904 5.222 0.137
H 14.124 2.005 5.036 0.086
H 13.032 4.577 6.621 0.100
C 24.612 3.727 7.815 -0.240
C 24.210 4.712 6.778 -0.235
O 24.546 6.048 7.182 -0.070
O 26.011 3.458 7.772 -0.053
H 24.092 2.786 7.576 0.125
H 24.298 3.951 8.840 0.115
H 23.124 4.726 6.604 0.091
H 24.574 4.447 5.780 0.124
H 24.649 6.644 6.439 0.072
H 26.177 2.547 8.014 0.079
C 19.461 3.168 7.349 -0.172
C 18.820 3.002 5.992 -0.226
O 18.530 4.260 5.375 -0.086
O 20.721 3.846 7.186 -0.087
H 19.575 2.258 7.933 0.097
H 18.845 3.824 7.972 0.107
H 17.890 2.446 6.126 0.108
H 19.462 2.410 5.334 0.094
H 19.410 4.685 5.321 0.071
H 20.522 4.802 7.123 0.061
C 21.214 3.873 11.826 -0.218
C 21.681 4.215 10.408 -0.195
O 21.723 3.051 9.580 -0.102
O 19.941 3.251 11.801 -0.101
H 21.111 4.813 12.375 0.111
H 21.988 3.310 12.357 0.121
H 22.618 4.782 10.440 0.123
H 20.910 4.852 9.957 0.095
H 21.492 3.306 8.663 0.052
H 20.080 2.371 11.392 0.042
C 20.137 0.296 5.934 -0.195
C 19.898 -0.543 7.195 -0.194
O 19.526 0.282 8.275 -0.105
O 18.944 0.886 5.451 -0.134
H 20.686 -0.260 5.164 0.134
H 20.806 1.125 6.186 0.119
H 20.789 -1.132 7.417 0.124
H 19.122 -1.293 6.990 0.124
H 18.757 0.826 8.005 0.064
H 18.463 0.221 4.946 0.130
```

2.
Density functional theory data (ωB97M-V/def2-TZVPD) for a single C3H7NO molecule.

The calculation puts the HOMO energy at -0.35817 hartree. Its multiplicity is 1. Its net charge is 0. The total energy comes out at -6762.541 eV. The calculation puts the energy relative to the best compared isomer or geometry (same formula, charge and spin) at 20.2 kJ/mol. As for the SMILES: CCC(N)=O. The LUMO energy comes out at 0.864 eV.

The geometry in XYZ format:
```
12
Properties=species:S:1:pos:R:3:nbo_charge:R:1
C 1.155 -0.203 0.845 -0.617
C 0.098 -0.878 -0.005 -0.506
C -0.831 -0.044 -0.873 0.683
N -0.884 1.292 -0.617 -0.833
O -1.485 -0.611 -1.715 -0.604
H 0.734 0.355 1.671 0.196
H 1.759 0.547 0.332 0.213
H 1.872 -0.923 1.250 0.220
H 0.549 -1.537 -0.704 0.234
H -0.566 -1.443 0.654 0.227
H -0.806 1.673 0.314 0.392
H -1.594 1.772 -1.154 0.393
```

3.
Density functional theory data (ωB97M-V/def2-TZVPD) for a 2-piece molecular cluster, C4H12 overall.

The expectation value of S² is 0.75. The calculation puts the HOMO energy (alpha / beta) at -0.56299 / -0.56299 hartree. Its multiplicity is 2. Its net charge is +1. The total energy comes out at -4330.521 eV. The calculation puts the energy relative to the best compared isomer or geometry (same formula, charge and spin) at 68.6 kJ/mol. The LUMO energy (alpha / beta) comes out at -3.278 / -11.351 eV.

The geometry in XYZ format:
```
16
Properties=species:S:1:pos:R:3:lowdin_spin:R:1
C 1.872 -1.910 3.693 0.000
H 2.392 -2.761 4.163 0.000
H 2.134 -1.117 4.292 0.000
H 0.805 -2.124 3.580 0.000
H 2.435 -1.708 2.763 0.000
C -1.140 -0.134 -2.204 0.134
C -0.238 0.941 -1.751 0.304
C -0.723 1.459 -0.345 0.311
H -1.142 -0.972 -1.544 0.010
H -0.858 -0.615 -3.076 0.066
H -2.204 0.226 -2.410 0.039
H -0.221 1.793 -2.432 0.005
H 0.710 0.594 -1.525 0.069
H -1.158 2.434 -0.563 0.043
H -1.534 0.688 -0.044 0.016
H 0.012 1.429 0.428 0.003
```

4.
Density functional theory data (ωB97M-V/def2-TZVPD) for C40H41Cl3F3GeN6O4OsSb as an isolated structure.

The expectation value of S² is 0.75. The calculation puts the HOMO energy (alpha / beta) at -0.56546 / -0.56573 hartree. Its multiplicity is 2. Its net charge is +3. The total energy comes out at -170497.086 eV. The calculation puts the energy relative to the best compared isomer or geometry (same formula, charge and spin) at 67.0 kJ/mol. The LUMO energy (alpha / beta) comes out at -11.015 / -11.011 eV.

The geometry in XYZ format:
```
100
Properties=species:S:1:pos:R:3:lowdin_spin:R:1
Os -0.371 -0.347 -0.964 0.800
N 0.331 -2.344 -0.609 -0.001
C 0.235 -3.067 -1.907 0.000
C 1.106 -4.312 -2.019 0.000
C 2.625 -4.086 -1.842 0.000
C 3.432 -4.659 -3.012 0.000
N 3.205 -3.924 -4.255 0.000
C 3.846 -2.822 -4.635 0.000
N 3.326 -2.064 -5.594 0.000
N 5.011 -2.476 -4.076 0.000
C 0.503 -2.068 -3.041 0.010
O 0.737 -2.446 -4.164 0.024
O 0.446 -0.793 -2.713 0.094
H 1.299 -2.313 -0.284 0.000
H -0.193 -2.842 0.106 0.001
H -0.814 -3.355 -2.038 0.000
H 0.900 -4.729 -3.006 0.000
H 0.751 -5.049 -1.297 0.000
H 2.971 -4.575 -0.931 0.000
H 2.873 -3.023 -1.744 0.000
H 3.146 -5.694 -3.192 0.000
H 4.496 -4.670 -2.785 0.000
H 2.321 -4.088 -4.714 0.000
H 2.348 -2.155 -5.827 0.000
H 3.814 -1.257 -5.943 0.000
H 5.533 -3.141 -3.533 0.000
H 5.533 -1.700 -4.450 0.000
Cl 1.411 2.106 1.299 -0.005
Ge 1.734 0.718 -0.444 0.015
Cl 3.221 -0.673 0.354 0.000
Cl 2.788 1.979 -1.787 0.007
N -2.907 4.968 1.108 0.000
C -2.596 4.396 0.162 0.000
C -2.157 3.584 -0.939 0.000
C -2.291 3.941 -2.276 -0.001
C -1.811 3.061 -3.233 0.001
C -1.227 1.871 -2.838 0.000
N -1.110 1.528 -1.543 0.000
C -1.564 2.375 -0.620 -0.001
H -2.750 4.880 -2.554 0.000
H -1.890 3.292 -4.285 0.000
H -0.827 1.166 -3.554 0.000
H -1.431 2.084 0.410 0.000
F 0.568 6.188 6.789 0.000
C 0.412 5.075 6.092 0.000
C 0.063 5.170 4.755 0.000
C -0.095 4.002 4.028 0.000
C 0.103 2.779 4.662 0.000
C 0.450 2.691 6.012 0.000
C 0.606 3.861 6.735 0.000
Sb -0.014 0.935 3.676 0.000
C 1.835 0.042 3.948 0.000
C 2.006 -1.344 4.037 0.000
C 3.270 -1.872 4.204 0.000
C 4.349 -1.001 4.249 0.000
F 5.563 -1.507 4.380 0.000
C 4.208 0.376 4.157 0.000
C 2.942 0.899 3.992 0.000
C -1.472 -0.158 4.670 0.000
C -2.426 0.593 5.374 0.000
C -3.495 -0.039 5.975 0.000
C -3.623 -1.413 5.818 0.000
F -4.668 -2.016 6.357 0.000
C -2.702 -2.184 5.118 0.000
C -1.639 -1.548 4.517 0.000
H -0.080 6.142 4.305 0.000
H -0.365 4.060 2.981 0.000
H 0.607 1.738 6.503 0.000
H 0.881 3.845 7.781 0.000
H 1.161 -2.017 4.006 0.000
H 3.437 -2.935 4.308 0.000
H 5.082 1.009 4.215 0.000
H 2.821 1.972 3.916 0.000
H -2.302 1.662 5.503 0.000
H -4.217 0.504 6.571 0.000
H -2.832 -3.256 5.068 0.000
H -0.918 -2.138 3.969 0.000
C -6.816 -2.151 3.925 0.000
C -5.573 -1.781 3.192 0.000
C -5.147 -0.443 3.114 0.000
C -4.048 -0.060 2.357 0.000
C -3.709 1.403 2.251 0.000
C -3.350 -1.061 1.673 0.001
C -3.723 -2.429 1.770 0.000
C -2.933 -3.499 1.071 0.000
C -4.816 -2.762 2.535 0.000
C -2.267 -0.700 0.724 0.011
O -2.437 -0.844 -0.511 0.038
O -1.116 -0.231 1.068 0.005
H -7.299 -1.292 4.383 0.000
H -6.601 -2.896 4.695 0.000
H -7.521 -2.625 3.237 0.000
H -5.717 0.317 3.636 0.000
H -3.886 1.907 3.200 0.000
H -4.346 1.891 1.511 0.000
H -2.672 1.567 1.965 0.000
H -1.987 -3.678 1.596 0.000
H -2.720 -3.223 0.037 0.000
H -3.480 -4.439 1.062 0.000
H -5.121 -3.799 2.608 0.000
```